Arrangement w

14
Properties=species:S:1:pos:R:3:mulliken_charge:R:1 method="wB97M-V/def2-TZVPD" total_charge=0 spin_multiplicity=1 smiles="NCNC=O.O" gap_ev=9.25
N -1.13 -0.38 1.64 -0.655
C 0.04 0.24 0.94 -0.210
N -0.14 -0.29 -0.48 -0.134
C -0.80 0.60 -1.29 -0.001
O -1.38 1.63 -0.91 -0.549
H -1.31 -1.36 1.18 0.265
H -2.02 0.12 1.58 0.279
H 1.01 -0.12 1.37 0.202
H 0.20 1.30 1.06 0.310
H 0.64 -0.86 -0.81 0.241
H -0.71 0.35 -2.41 0.285
O 2.62 -1.18 -0.06 -0.598
H 3.35 -1.50 0.38 0.281
H 2.35 -1.92 -0.56 0.285

Arrangement x

14
Properties=species:S:1:pos:R:3:mulliken_charge:R:1 method="wB97M-V/def2-TZVPD" total_charge=0 spin_multiplicity=1 gap_ev=9.57
C 0.34 0.09 0.15 0.829
C -0.43 1.36 0.11 -1.124
N 0.47 -0.73 -0.95 -0.445
N 1.37 -0.01 1.03 -0.416
O -0.85 -1.40 0.90 -0.865
O -0.42 -0.31 -2.00 -0.421
H -1.81 -1.41 0.83 0.232
H 0.14 -0.39 -2.79 0.339
H -0.05 -1.57 -0.46 0.420
H 1.96 -0.82 0.91 0.256
H 1.13 0.15 2.00 0.253
H -1.42 1.18 -0.31 0.306
H 0.09 2.07 -0.54 0.295
H -0.52 1.79 1.11 0.339

Arrangement y

14
Properties=species:S:1:pos:R:3:mulliken_charge:R:1 method="wB97M-V/def2-TZVPD" total_charge=0 spin_multiplicity=1 gap_ev=4.49
C -0.47 -1.40 -0.12 -0.496
N -0.04 -0.43 -1.12 -0.080
C 1.33 -0.01 -0.99 0.568
N 1.44 1.20 -1.60 -0.486
O 2.16 -0.58 -0.24 -0.570
H -0.64 -0.83 0.81 0.278
H 0.43 -2.19 0.07 0.309
H -1.37 -1.96 -0.56 0.246
H -2.74 0.61 1.19 0.208
H 2.13 1.77 -1.09 0.289
H 0.15 1.14 2.22 -0.040
H 0.19 1.81 1.89 0.041
H -0.61 0.41 -1.19 0.336
O -1.97 0.43 0.74 -0.602

Arrangement z

14
Properties=species:S:1:pos:R:3:mulliken_charge:R:1 method="wB97M-V/def2-TZVPD" total_charge=0 spin_multiplicity=1 smiles="NC=O.NCO" gap_ev=10.21
N -1.15 -1.53 -0.90 -0.419
C 0.12 -1.56 -1.52 0.042
O 1.21 -1.49 -1.03 -0.479
H -1.08 -1.17 0.05 0.211
H -1.53 -2.45 -1.02 0.270
H -0.12 -1.62 -2.60 0.361
N 1.21 1.17 0.92 -0.650
C -0.18 1.63 0.58 -0.223
O -1.12 1.65 1.63 -0.466
H 1.17 0.39 1.58 0.260
H 1.46 0.73 0.03 0.280
H -0.46 1.07 -0.33 0.206
H -0.01 2.67 0.31 0.273
H -0.72 1.09 2.33 0.335

Most stable pick: arrangement w. Distance to second place: 16.8 kJ/mol.

Arrangement w

14
Properties=species:S:1:pos:R:3:mulliken_charge:R:1 method="wB97M-V/def2-TZVPD" total_charge=0 spin_multiplicity=1 gap_ev=9.69
C -0.57 -0.41 -0.08 0.831
C 0.26 0.75 0.41 -0.557
N 1.76 0.37 -0.60 -0.691
N -1.78 0.34 0.44 -0.566
O -0.28 -1.53 0.77 -0.542
O -0.46 -0.65 -1.36 -0.826
H -0.58 -2.29 0.27 0.319
H 1.03 -0.23 -1.40 0.442
H 2.23 -0.39 -0.11 0.283
H 2.40 1.14 -0.75 0.247
H -2.47 0.47 -0.29 0.230
H -2.16 -0.03 1.30 0.223
H 0.56 0.74 1.45 0.312
H 0.06 1.72 -0.04 0.294

Arrangement x

14
Properties=species:S:1:pos:R:3:mulliken_charge:R:1 method="wB97M-V/def2-TZVPD" total_charge=0 spin_multiplicity=1 gap_ev=8.38
C -1.14 -1.31 -0.30 -0.974
C -0.94 -0.05 0.46 0.094
O -0.92 2.20 0.74 -0.408
N -0.86 1.11 -0.18 -0.273
H -1.33 2.90 0.22 0.350
H -1.06 -0.03 1.54 0.433
H -0.57 -2.12 0.16 0.276
H -0.83 -1.19 -1.34 0.257
H -2.20 -1.59 -0.28 0.341
N 2.60 -0.06 -0.27 -0.446
O 1.24 0.17 -0.11 -0.516
H 0.26 1.04 -0.58 0.460
H 2.73 -0.96 -0.72 0.192
H 3.02 -0.12 0.65 0.213

Arrangement y

14
Properties=species:S:1:pos:R:3:mulliken_charge:R:1 method="wB97M-V/def2-TZVPD" total_charge=0 spin_multiplicity=1 gap_ev=9.61
C -1.54 0.82 -0.34 -1.035
C -0.25 0.26 0.17 0.746
N 2.03 0.15 0.05 -0.702
N 0.84 0.44 -0.66 -0.167
O -0.22 0.16 1.58 -0.414
O -0.42 -1.75 -0.21 -0.768
H -2.00 1.45 0.43 0.336
H -1.31 1.36 -1.31 0.292
H -2.28 -0.05 -0.54 0.250
H 2.72 0.04 -0.66 0.261
H 1.94 -0.81 0.52 0.263
H 0.53 -0.02 -1.45 0.281
H 0.73 0.04 1.81 0.419
H -0.78 -2.09 0.60 0.237

Most stable pick: arrangement w. Distance to second place: 89.1 kJ/mol.

Arrangement w

14
Properties=species:S:1:pos:R:3:mulliken_charge:R:1 method="wB97M-V/def2-TZVPD" total_charge=0 spin_multiplicity=1 gap_ev="7.67 / 7.67"
C 1.47 1.21 0.80 -0.489
C -1.04 -0.95 -1.64 -0.741
N -0.49 -0.61 1.44 0.028
N -0.31 0.12 -0.97 -0.213
O -0.52 0.58 1.91 -0.517
O 0.45 -0.40 0.07 -0.302
H 0.24 -1.18 1.91 0.219
H -0.95 0.80 -0.54 0.278
H 0.82 2.08 0.84 0.313
H 2.04 1.08 -0.10 0.261
H 1.94 0.94 1.73 0.284
H -0.33 -1.64 -2.09 0.249
H -1.65 -0.50 -2.42 0.330
H -1.69 -1.51 -0.95 0.300

Arrangement x

14
Properties=species:S:1:pos:R:3:mulliken_charge:R:1 method="wB97M-V/def2-TZVPD" total_charge=0 spin_multiplicity=1 gap_ev=5.45
N 0.19 -2.21 -1.30 -0.817
C -0.68 0.35 -0.32 -0.535
C 0.28 0.23 0.76 0.741
N 0.83 -0.94 0.79 -0.450
O 0.59 1.17 1.54 -0.617
H 0.83 -2.32 -2.11 0.135
H -0.46 -2.99 -1.21 0.141
H -0.59 -0.28 -1.19 0.544
H -1.49 1.08 -0.23 0.333
H 0.48 -1.65 -0.19 0.385
H 1.63 -0.95 1.40 0.228
H -0.08 2.10 1.13 0.474
H -0.66 3.66 0.43 0.242
O -0.87 2.72 0.48 -0.804

Most stable pick: arrangement x. Distance to second place: 256.1 kJ/mol.